(1)
{
  "formula": "C6H9N2",
  "method": "ωB97M-V/def2-TZVPD",
  "orbital_gap_ha": 0.3290,
  "total_charge": 1,
  "smiles": "N[C@H]1C=CC#C[C@@H]1[NH3+]",
  "spin_multiplicity": 1,
  "species": ["N", "H", "C", "H", "C", "H", "H", "H", "C", "H", "N", "H", "H", "H", "C", "C", "C"],
  "coordinates": [[1.58409, 1.53887, -0.24378], [0.18335, -1.94728, 1.24321], [-2.43593, 0.00885, 0.00344], [1.31114, 1.73603, -1.22106], [0.07082, -0.62924, -0.26407], [0.63783, -2.53366, -0.38031], [-3.59059, -0.22162, -0.07960], [0.51676, -0.57783, -1.33484], [-1.42682, -0.83105, -0.45766], [2.52411, 1.11397, -0.36736], [0.66131, -1.80648, 0.35862], [-1.50628, -1.69925, -0.96060], [1.91138, 2.32377, 0.40262], [1.14816, 0.22581, 1.41677], [-1.70552, 1.13986, 0.56052], [0.66228, 0.67802, 0.55202], [-0.54608, 1.48122, 0.77208]],
  "atomic_forces_ev_per_a": [[3.5, -0.2, 0.9], [0.0, -1.0, -0.4], [0.1, -1.5, -1.1], [-0.5, 0.7, 0.9], [1.8, 0.9, -1.4], [-0.1, -0.1, 1.7], [2.8, 0.8, 0.3], [-0.6, 0.0, 1.4], [-0.7, 4.4, 2.4], [-0.5, -0.6, -0.1], [0.2, 0.6, -1.3], [-1.3, -2.9, -1.6], [-1.3, -0.3, -1.6], [0.4, 0.7, 0.0], [0.7, 0.0, 0.5], [-2.6, -1.0, -0.9], [-1.8, -0.5, 0.2]]
}

(2)
{
  "formula": "C35H40AuGeN6OPS",
  "method": "ωB97M-V/def2-TZVPD",
  "orbital_gap_ha": [0.2327, 0.2654],
  "spin_multiplicity": 3,
  "species": ["H", "H", "C", "C", "C", "H", "H", "P", "N", "C", "H", "C", "H", "H", "C", "C", "H", "C", "H", "H", "H", "H", "C", "C", "C", "H", "N", "C", "C", "H", "H", "H", "H", "H", "H", "H", "C", "C", "S", "C", "H", "H", "C", "O", "H", "N", "C", "H", "H", "C", "C", "C", "H", "C", "C", "H", "C", "C", "Au", "C", "C", "C", "H", "Ge", "C", "C", "C", "H", "H", "C", "H", "C", "H", "N", "C", "H", "H", "H", "H", "C", "N", "N", "H", "H", "H", "H"],
  "coordinates": [[-0.72760, -1.11149, 5.15250], [-3.49278, -3.03428, -0.01377], [-2.02837, -0.25240, -1.32396], [0.55032, 3.12218, 1.28813], [-6.66858, -2.91605, -2.20616], [-4.88022, 2.85652, -4.66398], [-6.74105, -5.04398, -1.93892], [1.62740, 1.98534, 2.18932], [3.78321, 0.92217, 0.80214], [-4.84699, -1.75804, -1.10777], [-6.78823, 4.01304, -1.01093], [-0.45244, -0.67934, 4.20529], [2.37799, 5.09981, 2.33882], [0.66379, 0.57197, 6.16922], [-6.21287, -4.12708, -1.70702], [0.97576, -4.59590, 0.78243], [-1.62761, 4.01102, -0.83040], [-3.84583, 0.24818, 1.18718], [-2.64097, 2.60979, 3.32142], [5.74141, 1.21384, 1.39414], [5.13259, -0.08474, -0.52029], [-4.71352, -5.10249, -0.51801], [-5.55350, 2.25926, -0.91634], [4.11261, 0.16760, -0.29000], [-4.71820, 1.37994, -1.60176], [-1.97325, -4.64735, -1.35160], [0.53520, 4.46762, 1.54480], [-4.39475, -2.98533, -0.61515], [-5.07552, -4.15890, -0.90955], [4.60342, 1.01517, 2.73800], [-1.49958, -1.73328, 2.55989], [-5.74812, 2.10428, 0.13972], [4.64828, 2.53790, 1.82966], [-5.02080, -0.84397, 4.18487], [-7.55385, -2.88404, -2.82965], [1.06931, -6.00098, 2.40678], [-3.83459, 0.92127, 3.90702], [-4.50935, -0.54481, 2.12052], [-0.04393, -3.17261, 0.24045], [-0.87994, 3.98462, -0.05404], [1.04078, 6.25199, 2.45781], [1.09301, 4.85014, 3.53581], [-4.48404, 1.61649, -2.95814], [-1.41919, -3.40773, 0.79948], [-0.54824, -2.63005, -1.95275], [0.40445, 0.38553, 4.12900], [-3.17043, 1.38259, 1.64345], [-0.57700, -5.67955, 1.82696], [2.76730, -0.68160, -1.82070], [-6.14243, 3.34026, -1.56226], [-4.50070, -0.21509, 3.47218], [-3.16881, 1.72284, 2.98754], [-6.35878, -0.79995, -2.29797], [1.04444, 1.03076, 5.26051], [-1.00199, -4.75174, -1.83375], [-3.83492, 1.18252, 4.95878], [1.31091, 5.20170, 2.52876], [0.51374, 0.69992, 2.80086], [-0.19593, 0.12383, -0.75424], [-0.13717, -3.54436, -1.51991], [-5.07258, 2.69100, -3.61079], [2.93898, -0.12125, -0.91859], [-6.36156, 4.39802, -3.41744], [-3.82593, -0.13613, -0.72904], [-0.37972, 5.01807, 0.69082], [-5.90348, 3.55694, -2.91154], [-0.82698, -0.96952, 2.92113], [-3.81917, 0.95887, -3.50849], [0.89780, -3.64950, -1.85984], [-5.98852, -1.74124, -1.90558], [2.12578, 0.90392, 5.22501], [4.74557, 1.45763, 1.75412], [-2.62147, 1.99873, 0.93908], [-0.29493, 2.81669, 0.32971], [2.43072, 1.07502, 0.81439], [0.24078, -4.49186, 2.82001], [-0.58812, 6.07443, 0.69542], [-5.03756, -1.43400, 1.79371], [-0.54933, -5.68590, -1.49670], [0.39248, -5.23124, 2.03320], [-0.22120, -0.10042, 2.06596], [1.90582, 0.44278, -0.22724], [1.96813, -4.18655, 0.98039], [-1.16221, -4.82197, -2.90976], [1.06370, -5.31963, -0.02878], [0.81122, 2.09404, 5.28276]],
  "atomic_forces_ev_per_a": [[0.0, 0.0, 0.0], [0.0, 0.0, 0.0], [0.3, 0.0, 0.0], [-0.1, 0.0, 0.0], [0.0, 0.0, 0.0], [0.0, 0.0, 0.0], [0.0, 0.0, 0.0], [0.2, -0.1, 0.0], [0.1, 0.0, 0.0], [0.0, -0.1, 0.0], [0.0, 0.0, 0.0], [0.0, 0.1, 0.0], [0.0, 0.0, 0.0], [0.0, 0.0, 0.0], [0.0, 0.0, 0.0], [0.1, -0.1, -0.1], [0.0, 0.0, 0.0], [-0.1, 0.1, 0.2], [0.0, 0.0, 0.0], [0.0, 0.0, 0.0], [0.0, 0.0, 0.0], [0.0, 0.0, 0.0], [0.0, 0.0, 0.0], [0.0, 0.0, 0.0], [0.0, 0.0, -0.1], [0.0, 0.0, 0.0], [0.0, 0.1, 0.0], [0.0, 0.0, 0.0], [0.0, 0.0, 0.0], [0.0, 0.0, 0.0], [0.0, 0.0, 0.0], [0.0, 0.0, 0.0], [0.0, 0.0, 0.0], [0.0, 0.0, 0.0], [0.0, 0.0, 0.0], [0.0, 0.0, 0.0], [0.0, 0.0, 0.0], [0.0, 0.0, 0.0], [-0.3, 0.1, 0.4], [0.0, 0.0, 0.0], [0.0, 0.0, 0.0], [0.0, 0.0, 0.0], [0.0, 0.0, 0.0], [0.3, 0.0, -0.1], [0.0, 0.0, 0.0], [0.0, 0.0, 0.1], [0.0, 0.0, 0.0], [0.0, 0.0, 0.0], [0.0, 0.0, 0.0], [0.0, 0.0, 0.0], [0.0, 0.0, 0.0], [0.0, 0.0, 0.0], [0.0, 0.0, 0.0], [0.0, 0.0, -0.1], [0.0, 0.0, 0.0], [0.0, 0.0, 0.0], [0.0, 0.0, 0.0], [0.0, 0.1, 0.0], [0.1, 0.0, -0.2], [0.0, 0.0, -0.1], [0.0, 0.0, 0.0], [0.0, 0.0, 0.0], [0.0, 0.0, 0.0], [0.0, 0.0, -0.1], [0.0, 0.0, 0.0], [0.0, 0.0, 0.0], [-0.1, 0.0, 0.0], [0.0, 0.0, 0.0], [0.0, 0.0, 0.0], [-0.1, 0.0, 0.0], [0.0, 0.0, 0.0], [-0.1, 0.0, 0.0], [0.0, 0.0, 0.0], [0.0, 0.1, 0.0], [-0.1, 0.0, 0.1], [0.0, 0.0, 0.0], [0.0, 0.0, 0.0], [0.0, 0.0, 0.0], [0.0, 0.0, 0.0], [0.0, 0.0, 0.0], [0.0, -0.2, 0.0], [-0.3, 0.0, 0.1], [0.0, 0.0, 0.0], [0.0, 0.0, 0.0], [0.0, 0.0, 0.0], [0.0, 0.0, 0.0]]
}

(3)
{
  "formula": "C15H12IMgN6O6S",
  "method": "ωB97M-V/def2-TZVPD",
  "orbital_gap_ha": 0.2611,
  "total_charge": -1,
  "spin_multiplicity": 1,
  "species": ["N", "H", "H", "C", "C", "C", "C", "C", "C", "H", "C", "H", "H", "C", "O", "I", "O", "N", "O", "O", "H", "C", "H", "S", "H", "N", "C", "C", "H", "C", "O", "N", "N", "H", "C", "C", "O", "Mg", "H", "C", "H", "N"],
  "coordinates": [[-2.69599, 2.79057, -0.42901], [1.79180, -2.33479, -0.33472], [-2.96590, -0.70833, -4.80615], [-3.53424, -0.16084, -4.06336], [-2.15834, 3.99549, -0.56719], [-1.86490, 1.82795, -0.01332], [-0.82864, 4.28642, -0.31238], [-0.03846, 3.22197, 0.09243], [0.79627, -2.74088, -0.42213], [-1.79022, -4.67305, -0.97790], [1.60346, 0.02415, 2.91848], [1.01935, 3.32379, 0.30596], [-3.98644, 0.73614, -6.44009], [-4.49397, 0.76805, -4.47146], [-4.69719, 0.77405, 0.69970], [1.47485, -5.56316, -1.55309], [3.71469, -0.19476, 1.70896], [-0.24130, -1.99258, -0.06720], [2.13406, 0.13877, 4.00485], [0.32685, -0.01749, 2.68942], [-2.26063, -2.32212, -0.07433], [-4.98629, 1.24064, -2.15769], [-0.42951, 5.28234, -0.42841], [-3.71266, 0.04371, -0.04611], [-2.83426, 4.77550, -0.90535], [-2.20738, 0.53022, 0.19261], [2.50802, -0.08625, 1.60956], [-3.30854, -0.38324, -2.71828], [-2.55716, -1.09982, -2.40836], [0.34315, -3.98856, -0.87071], [1.83664, -0.05940, 0.49728], [-4.75599, 0.96136, -5.83003], [-1.33732, -2.73273, -0.27766], [-5.15836, 1.85720, -6.05474], [-5.22009, 1.46122, -3.50372], [-1.03055, -3.94397, -0.75490], [-3.69048, -1.40122, 0.14003], [-0.08690, -0.02984, 0.81194], [-5.96810, 2.18331, -3.81078], [-4.03467, 0.31519, -1.76433], [-5.52678, 1.78981, -1.39948], [-0.54696, 2.01223, 0.23266]],
  "atomic_forces_ev_per_a": [[0.0, 0.0, 0.0], [0.0, 0.0, 0.0], [0.0, 0.0, 0.0], [0.0, 0.0, 0.0], [0.0, 0.0, 0.0], [0.1, 0.0, 0.0], [0.1, 0.0, 0.0], [0.0, 0.0, 0.0], [0.0, 0.0, 0.0], [0.0, 0.0, 0.0], [0.1, 0.0, -0.1], [0.0, 0.0, 0.0], [0.0, 0.0, 0.0], [0.0, 0.0, 0.0], [0.0, 0.0, 0.0], [0.0, 0.0, 0.0], [0.0, 0.0, 0.0], [0.0, 0.0, -0.1], [0.0, 0.0, 0.0], [0.0, 0.0, 0.1], [0.0, 0.0, 0.0], [0.0, 0.0, 0.0], [0.0, 0.0, 0.0], [-0.1, 0.0, 0.0], [0.0, 0.0, 0.0], [-0.1, -0.1, 0.0], [-0.1, 0.0, 0.1], [0.0, 0.0, 0.0], [0.0, 0.0, 0.0], [0.0, 0.0, 0.0], [0.1, 0.0, 0.0], [0.0, 0.0, 0.0], [0.0, 0.0, 0.1], [0.0, 0.0, 0.0], [0.0, 0.0, 0.0], [0.0, 0.0, 0.0], [0.0, 0.0, 0.0], [-0.1, 0.1, 0.0], [0.0, 0.0, 0.0], [0.0, 0.0, 0.0], [0.0, 0.0, 0.0], [0.1, 0.0, 0.0]]
}

(4)
{
  "formula": "HN2O4S",
  "method": "ωB97M-V/def2-TZVPD",
  "orbital_gap_ha": 0.3287,
  "total_charge": -1,
  "spin_multiplicity": 1,
  "species": ["H", "O", "S", "O", "O", "N", "N", "O"],
  "coordinates": [[0.73848, -0.61765, -1.18337], [0.65314, 1.30440, 1.07885], [-1.43122, 0.11798, 0.08313], [-1.12140, -1.00928, 0.91660], [2.05745, -0.16301, 0.51508], [1.04577, 0.43367, 0.32638], [0.40054, 0.22369, -0.74523], [-2.34275, -0.28980, -0.99145]],
  "atomic_forces_ev_per_a": [[0.1, -0.4, 0.0], [-0.5, 1.2, 1.1], [-2.0, 0.2, -1.1], [0.3, -1.2, 1.4], [3.3, -2.3, 1.0], [1.2, 1.8, 0.8], [-2.8, 0.2, -2.8], [0.3, 0.4, -0.4]]
}

Largest force on an atom per entry: 5.08 0.53 0.11 4.15 eV/A